Record 1
This record from the Open Molecules 2025 dataset describes an isolated molecule of C4H5NO at a distorted geometry. The level of theory is wB97M-V/def2-TZVPD.

Element x y z (Å)
N -1.246 1.106 0.250
C -1.333 -0.248 0.410
O -2.365 -0.819 0.716
C -0.066 -0.988 0.268
C 1.063 -0.383 0.003
C 2.048 0.066 -0.695
H -2.086 1.645 0.368
H -0.401 1.559 -0.059
H -0.044 -2.009 0.612
H 1.476 -0.572 -1.478
H 2.955 0.642 -0.395

Its net charge is 0. The SMILES is C=C=CC(N)=O. For the relative energy (zero: lowest compared OMol25 entry of this formula, charge and spin), the calculation gives 60.5 kcal per mole. The maximum force comes out at 3.51 eV Å⁻¹. The HOMO-LUMO gap comes out at 10.2 eV.

---

Record 2
This record from the Open Molecules 2025 dataset describes C4H7N3O as an isolated structure at a distorted geometry. The level of theory is wB97M-V/def2-TZVPD.

Element x y z (Å)
C -1.238 -1.355 -0.098
C -0.824 0.912 1.100
C 1.227 2.395 0.884
C 0.890 -0.933 -1.614
H -2.173 -1.878 0.762
H 0.009 -1.977 0.158
H -1.603 -1.699 -1.065
H -1.852 0.769 1.443
H 2.048 2.233 1.573
H 1.942 -1.253 -1.810
H 0.242 -1.591 -2.151
N -0.553 0.004 -0.020
N 0.085 1.803 1.544
N 0.762 -0.284 -0.375
O 1.038 2.856 -0.330

Its net charge is 0. For the relative energy (zero: lowest compared OMol25 entry of this formula, charge and spin), the calculation gives 177.0 kcal per mole. The maximum force comes out at 7.12 eV Å⁻¹. The HOMO-LUMO gap comes out at 9.0 eV.

---

Record 3
This record from the Open Molecules 2025 dataset describes a 4-piece molecular cluster, C16H24O12 overall at a distorted geometry. The level of theory is wB97M-V/def2-TZVPD.

Element x y z (Å)
C -3.961 4.739 -3.001
C -3.988 3.261 -3.177
C -3.746 2.394 -1.992
O -4.743 1.451 -2.066
C -5.489 1.606 -3.219
O -6.343 0.819 -3.634
O -5.127 2.718 -3.811
H -4.704 5.088 -2.284
H -4.156 5.351 -3.882
H -3.042 5.178 -2.613
H -3.179 3.156 -3.899
H -3.578 2.993 -1.097
H -2.791 1.937 -2.251
C 2.351 0.720 2.370
C 0.930 0.605 1.821
C -0.103 1.556 2.386
O -0.872 1.898 1.233
C -0.276 1.492 0.151
O -0.672 1.761 -0.963
O 0.904 0.964 0.446
H 2.345 0.446 3.425
H 2.645 1.730 2.085
H 2.974 0.000 1.840
H 0.543 -0.409 1.921
H 0.197 2.479 2.882
H -0.845 1.039 2.994
C 8.706 -3.791 -0.353
C 7.191 -3.991 0.039
C 6.829 -4.391 1.502
O 5.665 -3.593 1.777
C 5.653 -2.551 0.822
O 5.114 -1.421 0.831
O 6.608 -2.781 -0.111
H 9.022 -2.857 0.111
H 8.835 -3.709 -1.432
H 9.460 -4.551 -0.151
H 6.726 -4.656 -0.689
H 7.503 -3.912 2.213
H 6.550 -5.421 1.724
C -2.937 -1.237 -0.580
C -3.523 -0.148 0.330
C -5.008 -0.213 0.484
O -5.050 -0.255 1.919
C -3.853 -0.385 2.528
O -3.629 -0.665 3.710
O -2.905 -0.273 1.609
H -1.850 -1.159 -0.606
H -3.463 -1.387 -1.523
H -2.885 -2.159 -0.002
H -3.199 0.801 -0.097
H -5.511 -1.068 0.032
H -5.323 0.803 0.250

Its net charge is +1. For the relative energy (zero: lowest compared OMol25 entry of this formula, charge and spin), the calculation gives 0.0 kcal per mole. Its spin multiplicity is 2. The maximum force comes out at 7.21 eV Å⁻¹. Its expectation value of S² is 0.755. The HOMO-LUMO gap (alpha / beta) comes out at 8.7 / 2.3 eV.

---

Record 4
This record from the Open Molecules 2025 dataset describes an isolated ion of composition C7H14N3 and charge +1 at a distorted geometry. The level of theory is wB97M-V/def2-TZVPD.

Element x y z (Å)
C -3.069 -0.242 1.095
C -1.808 0.233 1.272
C -2.166 -0.230 -0.845
C 2.623 0.021 -0.393
C 0.847 -1.903 -0.258
C 1.246 -0.462 0.178
C 0.147 0.489 -0.378
N -3.285 -0.457 -0.234
N -1.202 0.149 0.038
N 0.319 2.010 -0.050
H -3.773 -0.105 1.994
H -1.279 0.454 2.065
H -2.092 -0.411 -1.897
H 2.618 0.008 -1.429
H 2.905 0.986 0.066
H 3.427 -0.613 -0.120
H 0.504 -1.999 -1.278
H 0.083 -2.318 0.428
H 1.702 -2.608 -0.162
H 1.146 -0.417 1.276
H 0.090 0.405 -1.403
H 0.700 2.531 -0.822
H -0.695 2.325 0.178
H 1.012 2.156 0.679

Its net charge is +1. The SMILES is CC(C)[C@H]([NH3+])n1ccnc1. For the relative energy (zero: lowest compared OMol25 entry of this formula, charge and spin), the calculation gives 54.8 kcal per mole. The maximum force comes out at 4.84 eV Å⁻¹. The HOMO-LUMO gap comes out at 9.1 eV.

---

Record 5
This record from the Open Molecules 2025 dataset describes a 2-piece molecular cluster, C33H37N2Si overall at a distorted geometry. The level of theory is wB97M-V/def2-TZVPD.

Element x y z (Å)
C 1.689 0.574 5.929
C 2.818 0.379 4.901
C 2.362 -0.806 4.037
N 0.874 -0.824 4.100
C 0.136 -1.886 3.633
C -1.273 -1.979 3.749
C -2.097 -0.827 3.698
C -3.453 -0.920 3.884
C -4.045 -2.147 4.138
C -3.270 -3.297 4.159
C -1.914 -3.228 3.944
C 0.428 -0.007 5.270
H 1.920 0.025 6.851
H 1.553 1.622 6.220
H 2.931 1.280 4.285
H 3.789 0.203 5.380
H 2.691 -0.725 2.997
H 2.738 -1.755 4.431
H 0.694 -2.748 3.308
H -1.650 0.120 3.456
H -4.064 -0.034 3.837
H -5.106 -2.206 4.325
H -3.731 -4.247 4.376
H -1.317 -4.124 3.956
H -0.138 -0.651 5.952
H -0.252 0.776 4.920
C 4.057 -0.164 -0.546
C 3.879 -0.547 -1.861
C 2.653 -0.362 -2.468
C 1.615 0.212 -1.767
Si -0.034 0.491 -2.561
C 0.023 -0.063 -4.328
C -0.813 -1.065 -4.767
C -0.773 -1.470 -6.086
C 0.107 -0.865 -6.962
C 0.951 0.135 -6.519
C 0.907 0.534 -5.199
C -1.310 -0.489 -1.640
C -0.959 -1.670 -1.024
C -1.909 -2.409 -0.350
C -3.215 -1.962 -0.296
C -3.569 -0.782 -0.921
C -2.613 -0.047 -1.594
C -0.491 2.325 -2.501
C 0.488 3.252 -3.223
C 0.447 4.552 -2.409
C 0.096 4.103 -0.984
N -0.594 2.798 -1.097
C 1.790 0.586 -0.455
C 3.011 0.398 0.161
H 5.016 -0.298 -0.072
H 4.697 -0.975 -2.418
H 2.494 -0.653 -3.492
H -1.491 -1.519 -4.066
H -1.432 -2.252 -6.428
H 0.141 -1.178 -7.992
H 1.638 0.609 -7.200
H 1.566 1.302 -4.833
H 0.063 -2.002 -1.082
H -1.631 -3.332 0.131
H -3.959 -2.538 0.228
H -4.588 -0.433 -0.886
H -2.875 0.870 -2.093
H -1.476 2.401 -2.976
H 1.493 2.816 -3.218
H 0.211 3.402 -4.273
H 1.397 5.097 -2.453
H -0.330 5.217 -2.806
H 0.999 3.953 -0.382
H -0.528 4.835 -0.457
H -1.578 2.874 -0.828
H 0.967 1.040 0.070
H 3.150 0.708 1.183

Its net charge is +1. For the relative energy (zero: lowest compared OMol25 entry of this formula, charge and spin), the calculation gives 3.5 kcal per mole. The maximum force comes out at 3.90 eV Å⁻¹. The HOMO-LUMO gap comes out at 5.3 eV.